No. 1
Computed, not measured: a 6-piece molecular cluster, C21H51Cl3O5 overall, with the ωB97M-V functional and the def2-TZVPD basis.

Summary:
relative energy (zero: lowest compared OMol25 entry of this formula, charge and spin) = 139.7 kJ/mol
DFT total energy = -70404.56898 eV
orbital gap = 10.0 eV
SMILES = ClC(Cl)Cl.CCOCC.CCOCC.CCOCC.CCOCC.CCOCC
E_LUMO = 0.413 eV
HOMO level = -0.3537 Eh
charge = 0

Each line ends with the Mulliken charge.
Geometry (Å):
Cl -6.35 4.01 22.29  -0.11
C -6.02 4.37 23.96  0.07
Cl -6.09 6.11 24.24  -0.12
Cl -4.47 3.65 24.48  -0.12
H -6.84 3.99 24.57  0.28
C -13.36 9.77 29.97  -1.18
C -12.07 9.58 29.16  -0.22
O -11.51 8.32 29.64  -0.29
C -10.48 7.87 28.80  -0.15
C -10.20 6.49 29.21  -1.22
H -13.94 8.85 29.96  0.31
H -13.15 9.98 31.02  0.29
H -13.99 10.52 29.49  0.37
H -12.35 9.51 28.11  0.29
H -11.44 10.45 29.29  0.27
H -10.79 7.82 27.76  0.28
H -9.60 8.51 28.90  0.28
H -10.18 6.36 30.29  0.31
H -9.32 6.03 28.75  0.36
H -11.02 5.90 28.81  0.28
C -12.17 -3.97 29.05  -1.05
C -10.73 -4.59 28.96  -0.24
O -9.89 -3.79 28.11  -0.36
C -9.55 -2.50 28.73  -0.16
C -8.83 -1.60 27.67  -1.23
H -12.16 -3.14 29.76  0.26
H -12.50 -3.43 28.16  0.31
H -12.88 -4.72 29.40  0.35
H -10.29 -4.64 29.96  0.27
H -10.81 -5.61 28.59  0.31
H -10.39 -1.94 29.13  0.27
H -8.76 -2.69 29.46  0.28
H -9.44 -1.52 26.77  0.33
H -7.85 -1.95 27.37  0.29
H -8.74 -0.62 28.14  0.37
C -5.67 -4.51 22.24  -0.98
C -4.40 -5.02 22.91  -0.41
O -3.27 -4.42 22.26  -0.34
C -2.71 -3.37 23.11  -0.17
C -1.56 -2.69 22.27  -1.21
H -5.48 -4.59 21.17  0.27
H -6.55 -5.08 22.54  0.37
H -5.87 -3.49 22.56  0.25
H -4.47 -5.02 24.00  0.33
H -4.32 -6.09 22.73  0.33
H -3.54 -2.70 23.33  0.27
H -2.35 -3.66 24.10  0.30
H -1.75 -2.36 21.25  0.32
H -0.65 -3.29 22.15  0.31
H -1.20 -1.80 22.78  0.37
C -12.22 1.30 33.93  -1.19
C -12.79 0.38 35.09  -0.23
O -13.49 -0.69 34.54  -0.28
C -14.12 -1.40 35.55  -0.21
C -14.84 -2.57 34.94  -1.23
H -12.91 1.96 33.39  0.33
H -11.48 2.03 34.26  0.38
H -11.71 0.66 33.22  0.28
H -11.87 -0.05 35.47  0.25
H -13.33 0.95 35.85  0.32
H -13.40 -1.87 36.22  0.28
H -14.75 -0.78 36.18  0.33
H -15.08 -3.27 35.73  0.37
H -14.24 -3.19 34.27  0.31
H -15.71 -2.23 34.38  0.29
C -18.78 -12.35 29.67  -1.30
C -17.36 -12.72 30.04  -0.14
O -16.83 -11.65 30.73  -0.28
C -15.54 -11.88 31.27  -0.26
C -15.00 -10.53 31.75  -1.17
H -18.80 -11.53 28.94  0.33
H -19.35 -13.18 29.26  0.36
H -19.31 -11.80 30.45  0.34
H -17.50 -13.52 30.77  0.26
H -16.83 -13.03 29.13  0.30
H -15.62 -12.52 32.14  0.27
H -14.85 -12.41 30.61  0.32
H -14.83 -9.81 30.95  0.30
H -14.05 -10.62 32.27  0.39
H -15.69 -10.13 32.50  0.29

***

No. 2
Computed, not measured: an isolated molecule of C7H13N, with the ωB97M-V functional and the def2-TZVPD basis.

Summary:
relative energy (zero: lowest compared OMol25 entry of this formula, charge and spin) = 134.9 kJ/mol
DFT total energy = -8958.53518 eV
orbital gap = 8.9 eV
SMILES = C/C=C/C/C(C)=C/N
E_LUMO = 1.072 eV
HOMO level = -0.2865 Eh
charge = 0

Each line ends with the Mulliken charge.
Geometry (Å):
C -2.13 1.83 2.50  -1.11
C -1.84 1.30 1.13  -0.09
C -0.74 0.70 0.72  -0.29
C -0.59 0.16 -0.72  -0.67
C 0.70 -0.56 -0.97  0.35
C 2.03 0.16 -0.95  -1.49
C 0.70 -1.89 -1.13  -0.26
N 1.85 -2.67 -1.32  -0.52
H -1.40 2.64 2.61  0.25
H -2.00 1.14 3.34  0.31
H -3.15 2.16 2.68  0.31
H -2.65 1.35 0.40  0.34
H 0.17 0.63 1.31  0.35
H -0.60 1.04 -1.36  0.31
H -1.44 -0.50 -0.88  0.39
H 2.15 0.54 -1.98  0.32
H 2.90 -0.44 -0.71  0.41
H 2.06 1.04 -0.30  0.35
H -0.18 -2.53 -0.98  0.32
H 2.44 -2.42 -2.11  0.20
H 1.72 -3.67 -1.28  0.22

***

No. 3
Computed, not measured: a 3-piece molecular cluster, C12H27BN2O9P overall, with the ωB97M-V functional and the def2-TZVPD basis.

Summary:
DFT total energy = -44253.33271 eV
orbital gap = 9.2 eV
E_LUMO = -3.220 eV
HOMO level = -0.4568 Eh
charge = +1

Each line ends with the Mulliken charge.
Geometry (Å):
C -1.36 -1.26 -1.60  -0.77
O -0.16 -0.98 -0.82  -0.25
B -0.26 0.08 0.00  0.14
O 0.57 1.13 -0.14  -0.19
N -1.29 0.02 1.14  -0.02
C -1.82 1.34 1.66  -0.81
C -2.19 2.36 0.60  -0.26
C -3.25 1.91 -0.46  -0.76
N -4.19 0.87 -0.08  -0.52
P -0.52 -0.91 2.48  0.77
O -0.06 -0.03 3.52  -0.62
O -1.57 -1.94 2.99  -0.47
O 0.69 -1.74 1.89  -0.43
H -1.08 -1.43 -2.63  0.40
H -2.11 -0.46 -1.56  0.13
H -1.84 -2.17 -1.25  0.30
H 0.36 1.52 -1.01  0.26
H -2.11 -0.54 0.87  0.54
H -2.73 1.11 2.22  0.46
H -1.16 1.80 2.38  0.52
H -2.64 3.19 1.14  0.46
H -1.33 2.79 0.10  0.10
H -2.74 1.69 -1.40  0.32
H -3.84 2.79 -0.67  0.41
H -4.50 0.98 0.87  0.27
H -3.87 -0.07 -0.27  0.28
H -1.28 -2.85 2.83  0.35
H 1.47 -1.18 2.06  0.34
O 0.86 5.88 -0.15  -0.57
C 1.72 5.17 0.29  0.54
O 2.33 4.21 -0.45  -0.38
C 3.22 3.45 0.38  -0.08
C 3.54 4.34 1.57  -0.56
C 2.24 5.14 1.71  -0.37
H 2.71 2.53 0.68  -0.06
H 4.11 3.18 -0.18  0.35
H 3.82 3.79 2.47  0.34
H 4.36 5.01 1.32  0.28
H 1.52 4.63 2.34  0.21
H 2.42 6.15 2.08  0.33
O -0.92 -3.65 -3.25  -0.56
C -0.06 -4.39 -2.87  0.56
O 0.45 -5.37 -3.64  -0.38
C 1.39 -6.16 -2.89  -0.45
C 1.84 -5.26 -1.75  -0.63
C 0.59 -4.42 -1.50  0.06
H 0.88 -7.06 -2.53  0.26
H 2.21 -6.46 -3.54  0.34
H 2.19 -5.81 -0.88  0.36
H 2.66 -4.62 -2.09  0.28
H -0.09 -4.90 -0.80  0.25
H 0.83 -3.41 -1.17  -0.07

***

No. 4
Computed, not measured: a 2-piece molecular cluster, C3H6N2S overall, with the ωB97M-V functional and the def2-TZVPD basis.

Summary:
relative energy (zero: lowest compared OMol25 entry of this formula, charge and spin) = 460.0 kJ/mol
DFT total energy = -17019.27348 eV
orbital gap (alpha / beta) = 8.9 / 7.4 eV
E_LUMO (alpha / beta) = -0.561 / -0.213 eV
HOMO level (alpha / beta) = -0.3481 / -0.2806 Eh
charge = 0

Each line ends with the Mulliken charge.
Geometry (Å):
C -1.38 -0.17 -0.18  -0.26
C -0.33 -0.87 -0.65  -0.14
C -1.36 -0.22 1.34  -0.51
N 0.67 -1.39 0.16  -0.42
N 2.41 0.46 -0.63  -0.46
S 0.26 -1.10 1.72  0.04
H -2.23 0.19 -0.70  0.41
H -0.17 -0.96 -1.81  0.27
H -1.42 0.76 1.71  0.33
H -2.10 -0.79 1.98  0.31
H 3.12 0.00 -0.17  0.22
H 2.33 1.39 -0.04  0.22

***

No. 5
Computed, not measured: C7H12O5S as an isolated structure, with the ωB97M-V functional and the def2-TZVPD basis.

Summary:
relative energy (zero: lowest compared OMol25 entry of this formula, charge and spin) = 248.1 kJ/mol
DFT total energy = -28523.37185 eV
orbital gap = 9.7 eV
E_LUMO = 0.422 eV
HOMO level = -0.3422 Eh
charge = 0

Each line ends with the Mulliken charge.
Geometry (Å):
C -2.40 -0.09 0.04  0.84
C 0.19 -0.49 0.69  -0.47
C 1.41 0.35 0.42  0.26
C -0.45 1.81 -0.70  -0.12
C -1.04 0.40 0.64  0.28
C -2.44 -1.10 -1.10  -1.39
C 2.72 -0.38 0.54  -0.66
O -3.43 0.45 0.45  -0.65
O 0.14 -1.65 -0.18  -0.60
O -0.47 2.98 0.02  -0.55
O -1.36 1.12 1.79  -0.65
O 3.94 0.52 0.63  -0.57
S 1.13 1.03 -1.20  -0.08
H 0.22 -0.99 1.74  0.45
H 1.38 1.17 1.32  0.27
H -1.10 1.87 -1.68  0.31
H -3.54 -1.14 -1.58  0.27
H -2.11 -1.99 -0.72  0.41
H -1.79 -0.68 -1.76  0.43
H 2.88 -1.01 -0.34  0.31
H 2.89 -0.91 1.50  0.30
H 0.29 -1.43 -1.07  0.42
H -0.73 2.68 0.97  0.50
H -2.29 1.14 1.76  0.38
H 4.09 1.14 -0.18  0.31

***

No. 6
Computed, not measured: C25H38CsN9O as an isolated structure, with the ωB97M-V functional and the def2-TZVPD basis.

Summary:
relative energy (zero: lowest compared OMol25 entry of this formula, charge and spin) = 81.4 kJ/mol
DFT total energy = -42534.82783 eV
orbital gap = 7.9 eV
E_LUMO = -5.756 eV
HOMO level = -0.5001 Eh
charge = +2

Each line ends with the Mulliken charge.
Geometry (Å):
Cs -0.67 0.28 0.27  1.37
N -3.11 -0.96 2.34  -0.42
C -3.71 -2.21 1.85  -1.07
C -3.55 -2.35 0.34  0.03
C -2.16 -2.82 -0.10  0.64
C -2.07 -3.05 -1.61  -0.96
N -2.04 -1.78 -2.34  -0.37
H -3.07 -0.99 3.36  0.23
H -3.75 -0.20 2.12  0.23
H -4.78 -2.27 2.09  0.38
H -3.22 -3.05 2.34  0.40
H -3.79 -1.40 -0.13  -0.06
H -4.28 -3.09 0.00  0.38
H -1.95 -3.77 0.41  0.34
H -1.40 -2.09 0.20  -1.02
H -2.90 -3.70 -1.91  0.36
H -1.13 -3.58 -1.83  0.40
H -2.99 -1.42 -2.40  0.20
H -1.76 -1.96 -3.30  0.25
C 4.06 -1.25 -3.68  -0.49
C 4.70 -0.52 -2.69  -0.81
C 3.98 0.19 -1.76  0.03
C 2.58 0.24 -1.86  0.12
C 1.93 -0.47 -2.89  -0.31
C 2.67 -1.23 -3.77  -0.69
N 1.80 1.06 -1.08  -0.22
N 2.10 1.21 0.13  0.09
C 1.51 2.21 0.85  0.39
C 1.56 3.54 0.40  -0.93
C 1.15 4.54 1.25  -0.44
C 0.66 4.20 2.50  -0.51
C 0.60 2.86 2.84  -0.51
N 1.01 1.88 2.05  -0.23
H 4.63 -1.80 -4.42  0.45
H 5.78 -0.50 -2.66  0.43
H 4.47 0.79 -1.01  0.49
H 0.86 -0.40 -2.98  0.49
H 2.16 -1.78 -4.55  0.44
H 1.99 3.75 -0.57  0.48
H 1.21 5.58 0.95  0.44
H 0.33 4.95 3.20  0.45
H 0.20 2.54 3.79  0.46
N 3.48 -4.37 2.03  -0.07
C 4.00 -3.05 1.58  -0.94
C 2.87 -2.29 0.86  -0.20
N 1.69 -2.15 1.67  0.08
C 1.21 -3.44 2.12  -0.77
C 2.28 -4.22 2.89  -0.76
H 4.22 -4.88 2.53  0.36
H 3.22 -4.92 1.20  0.40
H 4.85 -3.19 0.92  0.44
H 4.33 -2.49 2.46  0.38
H 2.59 -2.82 -0.06  0.27
H 3.23 -1.30 0.58  0.00
H 1.86 -1.53 2.45  0.33
H 0.90 -4.01 1.23  0.33
H 0.33 -3.30 2.75  0.44
H 1.91 -5.21 3.18  0.42
H 2.56 -3.68 3.80  0.38
N -1.06 6.18 -1.47  -0.34
C -2.41 6.08 -1.30  0.43
O -3.13 7.04 -1.21  -0.58
C -2.95 4.69 -1.18  0.27
C -4.29 4.48 -1.49  -0.44
C -4.83 3.21 -1.32  -0.87
C -4.00 2.21 -0.85  -0.10
N -2.72 2.39 -0.54  0.08
C -2.22 3.61 -0.70  -0.35
H -0.70 7.11 -1.62  0.23
H -0.50 5.41 -1.80  0.20
H -4.89 5.31 -1.83  0.51
H -5.86 3.02 -1.54  0.46
H -4.39 1.21 -0.69  0.29
H -1.18 3.72 -0.40  0.18

***

no.,M (g mol⁻¹)
1,489.99
2,111.19
3,385.14
4,102.16
5,208.23
6,613.55